No. 1
{"formula": "C4H7O2S", "method": "ωB97M-V/def2-TZVPD", "fmax_ev_per_a": 4.90, "total_charge": -1, "e_lumo_ev": 3.703, "homo_lumo_gap_ev": 6.639, "relative_energy_kj_mol": 492.9, "mol_weight_g_mol": 119.16, "total_energy_ev": -19188.182, "species": ["C", "C", "C", "C", "O", "O", "S", "H", "H", "H", "H", "H", "H", "H"], "xyz": [[1.56627, 0.03861, 0.20488], [-0.60389, -0.13781, 0.58950], [2.52882, -0.28894, -0.64409], [-1.37265, -0.51282, -0.64533], [4.85450, 1.32497, -0.56484], [4.65165, -0.21174, 1.27669], [4.56088, -0.07644, -0.15619], [1.89414, 0.66408, 1.09521], [-0.47439, -0.84293, 1.42924], [-0.78000, 0.80170, 1.04795], [2.55339, -0.92295, -1.47008], [-2.09548, 0.28688, -0.60088], [-1.63266, -1.55471, -0.87186], [-0.71434, -0.09942, -1.39060]]}

***

No. 2
{"formula": "C4H7O2S2", "method": "ωB97M-V/def2-TZVPD", "fmax_ev_per_a": 2.49, "total_charge": 0, "e_lumo_ev": [0.488, -3.401], "homo_lumo_gap_ev": [9.441, 5.517], "relative_energy_kj_mol": 0.0, "spin_multiplicity": 2, "mol_weight_g_mol": 151.23, "total_energy_ev": -30024.629, "species": ["C", "C", "O", "O", "C", "S", "S", "C", "H", "H", "H", "H", "H", "H", "H"], "xyz": [[-0.16467, -1.64304, -1.02160], [0.98857, -2.71053, -1.40850], [2.08850, -2.41978, -1.00552], [0.44574, -3.59037, -2.09257], [0.33503, -0.39479, -0.31369], [-0.80616, 0.08569, 1.01627], [-1.31598, 1.98772, 0.39716], [-0.50293, 3.01492, 1.69037], [-0.95409, -1.45055, -1.74881], [-0.78371, -2.20291, -0.30855], [0.60880, 0.39442, -1.01205], [1.33125, -0.59742, 0.08009], [0.52715, 2.69153, 1.66778], [-0.83010, 3.98519, 1.39994], [-0.96741, 2.84991, 2.65968]]}